The following is a quantum chemistry calculation of C7H14N2O4 as an isolated structure at a distorted geometry, from the OMol25 dataset.

Each line ends with the natural charge from an NBO analysis.
CARTESIAN COORDINATES (ANGSTROEM)
C 0.189 -1.117 -1.477  0.181
C 0.768 -0.603 -2.632  0.421
C -0.634 -1.244 0.875  0.812
C -1.233 1.769 1.308  -0.649
C 0.690 -0.784 1.521  -0.552
C 0.159 1.740 1.862  -0.413
C 0.436 0.369 2.511  -0.386
N -0.803 -0.299 -0.821  -0.321
N 0.355 0.713 -2.926  -0.867
O -2.085 -0.406 -1.314  -0.582
O 0.402 -2.460 -1.090  -0.734
O 1.696 -1.259 -3.284  -0.687
O -1.551 -1.945 1.101  -0.514
H -1.883 0.881 1.794  0.197
H -1.212 1.441 0.258  0.255
H -1.666 2.798 1.167  0.224
H 1.008 -1.673 2.129  0.249
H 1.532 -0.520 0.759  0.268
H 0.290 2.493 2.625  0.211
H 0.928 1.877 0.964  0.197
H 1.348 0.420 3.305  0.217
H -0.410 0.142 3.193  0.212
H 1.072 1.396 -3.257  0.372
H -0.360 0.957 -2.178  0.434
H 1.199 -2.849 -1.560  0.498
H 2.295 -0.733 -3.936  0.503
H -2.530 -1.102 -0.897  0.456



The following is a quantum chemistry calculation of one molecule with the formula C7H14N2O4 at a distorted geometry, from the OMol25 dataset.

SMILES string: C[C@H](N)C(=O)N[C@H](C(=O)O)[C@@H](C)O

Each line ends with the natural charge from an NBO analysis.
CARTESIAN COORDINATES (ANGSTROEM)
C -3.642 0.140 0.054  -0.630
C -2.561 -0.843 -0.114  -0.161
N -2.176 -1.457 1.133  -0.875
C -1.430 0.120 -0.694  0.711
O -1.679 1.159 -1.410  -0.644
N -0.226 -0.345 -0.221  -0.675
C 1.044 0.076 -0.606  -0.196
C 1.995 -1.130 -0.475  0.827
O 1.873 -2.197 -0.040  -0.526
O 3.431 -0.474 -0.611  -0.795
C 1.601 1.321 0.419  0.085
C 0.500 2.321 0.174  -0.723
O 1.617 0.975 1.760  -0.689
H -4.463 -0.410 0.794  0.213
H -3.757 0.266 -1.038  0.247
H -3.323 1.315 0.491  0.230
H -2.623 -1.533 -0.825  0.208
H -2.791 -2.274 1.442  0.391
H -2.053 -0.713 1.886  0.372
H -0.113 -1.273 0.349  0.473
H 1.209 0.517 -1.552  0.245
H 4.069 -1.161 -0.443  0.479
H 2.712 1.479 0.116  0.242
H -0.457 2.140 1.003  0.199
H 0.859 3.544 0.217  0.242
H -0.168 2.189 -0.945  0.292
H 0.756 0.796 1.970  0.456



The following is a quantum chemistry calculation of one molecule with the formula C7H14N2O4S at a distorted geometry, from the OMol25 dataset.

SMILES string: C=CC(=O)N[C@@](N)(C(C)C)S(=O)(=O)O

Each line ends with the natural charge from an NBO analysis.
CARTESIAN COORDINATES (ANGSTROEM)
C 2.798 -1.044 2.823  -0.285
C 1.657 -1.534 2.249  -0.338
C 0.743 -0.537 1.708  0.666
O 0.371 0.505 2.216  -0.568
N 0.375 -0.894 0.370  -0.689
C -0.221 -0.115 -0.652  0.163
N -0.435 -0.929 -1.754  -0.847
C -1.369 0.715 -0.154  -0.292
C -1.894 1.682 -1.251  -0.596
C -2.467 -0.176 0.457  -0.614
S 1.320 0.924 -1.126  2.245
O 1.508 2.072 -0.285  -0.907
O 2.351 -0.091 -1.016  -0.986
O 1.161 1.386 -2.694  -0.867
H 3.573 -1.705 3.215  0.208
H 2.937 0.057 2.761  0.226
H 1.212 -2.444 2.368  0.220
H 1.159 -1.519 -0.002  0.418
H 0.131 -1.745 -1.730  0.381
H -1.388 -1.089 -1.988  0.389
H -1.029 1.370 0.691  0.277
H -2.194 1.004 -2.094  0.192
H -1.106 2.305 -1.504  0.217
H -2.707 2.371 -0.948  0.224
H -2.937 -0.790 -0.421  0.180
H -3.322 0.473 0.959  0.242
H -1.938 -1.022 1.011  0.232
H 1.713 0.771 -3.211  0.510



| no. | E_HOMO (eV) | total energy (hartree) |
| --- | --- | --- |
| 1 | -7.0 | -685.40160 |
| 2 | -9.3 | -685.43638 |
| 3 | -9.8 | -1083.71806 |